{
  "formula": "C29H21F3N2",
  "method": "ωB97M-V/def2-TZVPD",
  "largest_force_ev_per_a": 5.9,
  "orbital_gap_ev": 8.018,
  "total_charge": 0,
  "species": ["N", "C", "C", "N", "C", "C", "C", "C", "C", "C", "C", "C", "C", "C", "C", "C", "C", "C", "C", "C", "C", "C", "C", "C", "C", "C", "C", "C", "C", "F", "F", "F", "C", "C", "H", "H", "H", "H", "H", "H", "H", "H", "H", "H", "H", "H", "H", "H", "H", "H", "H", "H", "H", "H", "H"],
  "coordinates": [[-3.232, -2.172, -2.178], [-2.304, -1.569, -1.764], [-1.291, -0.802, -0.964], [-0.079, -1.446, -1.116], [1.167, -1.156, -1.382], [2.190, -2.189, -1.084], [3.598, -2.054, -1.222], [4.483, -3.025, -0.735], [3.985, -4.202, -0.176], [2.606, -4.424, -0.137], [1.731, -3.429, -0.597], [1.592, 0.159, -1.892], [2.642, 0.867, -1.280], [2.992, 2.148, -1.703], [2.311, 2.734, -2.768], [1.288, 2.037, -3.413], [0.918, 0.766, -2.969], [-2.250, -0.142, 0.369], [-3.177, 0.996, -0.009], [-4.178, 0.725, -0.964], [-4.733, 1.711, -1.775], [-4.401, 3.056, -1.531], [-3.589, 3.380, -0.436], [-3.050, 2.355, 0.367], [-1.551, 0.061, 1.673], [-1.586, -0.903, 2.711], [-0.732, -0.846, 3.804], [0.140, 0.229, 3.924], [1.090, 0.287, 5.093], [2.143, 1.124, 4.863], [1.606, -0.959, 5.334], [0.521, 0.700, 6.273], [0.179, 1.233, 2.948], [-0.681, 1.132, 1.848], [-1.260, 0.290, -1.344], [4.008, -1.161, -1.704], [5.562, -2.855, -0.789], [4.661, -4.946, 0.214], [2.187, -5.353, 0.257], [0.651, -3.580, -0.572], [3.183, 0.390, -0.461], [3.802, 2.672, -1.199], [2.588, 3.725, -3.102], [0.770, 2.472, -4.271], [0.137, 0.205, -3.487], [-2.870, -1.067, 0.443], [-4.514, -0.302, -1.078], [-5.463, 1.432, -2.546], [-4.858, 3.840, -2.141], [-3.433, 4.442, -0.166], [-2.536, 2.647, 1.286], [-2.322, -1.706, 2.687], [-0.784, -1.592, 4.624], [0.803, 2.110, 3.094], [-0.657, 1.955, 1.143]],
  "forces_ev_per_angstrom": [[3.011, 1.714, 0.930], [-2.480, -1.178, -0.110], [-1.621, 5.119, -2.496], [2.795, -1.882, 1.758], [-2.417, 0.343, 0.485], [0.847, -1.512, 0.068], [-0.430, 0.368, -0.005], [-0.418, 0.124, -0.137], [-0.374, 0.278, -0.131], [-0.260, 0.537, -0.297], [0.148, -0.149, 0.280], [0.237, 1.230, -0.283], [-0.158, -0.119, 0.042], [-0.160, -0.269, -0.010], [-0.088, -0.264, 0.020], [-0.054, -0.201, 0.102], [0.208, -0.182, 0.085], [-1.072, -2.949, 1.410], [-0.053, 0.674, -1.236], [0.210, -0.172, -0.340], [-0.141, 0.474, 0.645], [-0.078, -0.286, -0.006], [-0.554, -0.250, 0.313], [0.369, 0.221, -0.430], [1.267, -0.781, 0.504], [-0.243, 0.015, -0.332], [-0.401, 0.003, 0.552], [0.517, 0.614, -0.237], [0.542, -0.195, 0.586], [-0.757, -0.607, 0.206], [-0.260, 0.943, -0.011], [0.340, -0.345, -1.087], [-0.822, -0.529, 0.434], [0.720, 0.536, 0.333], [0.072, -1.439, -0.686], [-0.110, -0.365, 0.237], [-0.432, -0.063, -0.063], [0.108, -0.098, 0.032], [0.244, 0.308, -0.148], [0.362, 0.004, 0.121], [-0.216, 0.318, -0.139], [-0.197, -0.061, -0.149], [-0.009, 0.024, -0.035], [0.181, -0.080, 0.309], [0.176, 0.229, 0.183], [0.057, 0.832, 0.564], [0.304, 0.119, -0.259], [0.367, 0.199, 0.383], [0.314, -0.226, 0.177], [-0.089, -0.845, -0.125], [0.063, -0.161, -0.528], [0.222, 0.051, -0.276], [0.028, 0.497, -0.826], [0.022, -0.233, -0.174], [0.162, -0.333, -0.202]]
}

***

{
  "formula": "C29H22Br3N5O4W",
  "method": "ωB97M-V/def2-TZVPD",
  "largest_force_ev_per_a": 0.4,
  "orbital_gap_ev": 5.387,
  "total_charge": 2,
  "species": ["W", "O", "C", "C", "C", "C", "C", "C", "C", "O", "N", "N", "C", "C", "C", "C", "C", "C", "N", "H", "H", "H", "H", "H", "H", "H", "H", "H", "H", "O", "C", "C", "C", "N", "C", "Br", "C", "H", "H", "H", "H", "C", "C", "C", "C", "C", "C", "Br", "C", "C", "Br", "C", "O", "C", "N", "H", "H", "H", "H", "H", "H", "C", "H", "H"],
  "coordinates": [[-0.469, -0.171, 0.024], [3.559, 1.742, 0.594], [4.091, 0.744, 1.336], [5.429, 0.879, 1.697], [6.052, -0.088, 2.454], [5.358, -1.228, 2.873], [4.041, -1.374, 2.525], [3.381, -0.396, 1.753], [1.991, -0.637, 1.430], [1.316, 0.249, 0.657], [1.316, -1.692, 1.768], [0.079, -1.602, 1.189], [-1.012, -1.331, 2.211], [-2.304, -1.806, 1.638], [-3.220, -2.673, 2.188], [-4.401, -2.901, 1.494], [-4.610, -2.257, 0.283], [-3.635, -1.415, -0.213], [-2.495, -1.184, 0.456], [2.651, 1.521, 0.356], [5.956, 1.763, 1.364], [7.091, 0.038, 2.723], [5.854, -1.984, 3.464], [3.482, -2.245, 2.837], [-0.701, -1.760, 3.161], [-3.016, -3.152, 3.135], [-5.150, -3.570, 1.895], [-5.521, -2.402, -0.279], [-3.768, -0.903, -1.155], [-0.620, -4.396, -4.703], [-0.643, -3.589, -3.661], [-0.066, -3.870, -2.418], [-0.152, -2.938, -1.420], [-0.775, -1.742, -1.550], [-1.325, -1.491, -2.752], [-2.232, 0.141, -3.017], [-1.293, -2.360, -3.810], [-0.153, -5.225, -4.532], [0.455, -4.799, -2.228], [0.297, -3.137, -0.459], [-1.756, -2.105, -4.752], [-3.256, 2.207, 0.900], [-2.001, 2.778, 0.317], [-1.910, 4.177, 0.264], [-0.863, 4.811, -0.355], [0.094, 4.036, -1.032], [1.197, 4.527, -1.786], [1.500, 6.378, -1.895], [2.040, 3.666, -2.434], [1.829, 2.273, -2.388], [2.967, 1.104, -3.296], [0.772, 1.778, -1.669], [0.438, 0.487, -1.553], [-0.073, 2.647, -0.964], [-1.045, 2.003, -0.224], [-4.101, 2.752, 0.476], [-3.298, 2.367, 1.979], [-3.387, 1.153, 0.680], [-2.702, 4.752, 0.723], [-0.793, 5.890, -0.361], [2.879, 4.047, -2.999], [-1.076, 0.188, 2.107], [-2.033, 0.634, 2.327], [-0.262, 0.690, 2.629]],
  "forces_ev_per_angstrom": [[-0.033, -0.205, -0.385], [0.058, -0.004, -0.003], [-0.065, -0.062, 0.020], [0.005, 0.075, -0.040], [-0.032, -0.011, -0.013], [0.005, 0.013, -0.006], [-0.005, 0.026, -0.001], [0.008, 0.018, 0.205], [-0.111, -0.021, -0.140], [0.265, -0.021, -0.291], [0.067, 0.117, 0.138], [-0.114, -0.030, 0.114], [-0.088, -0.070, 0.143], [-0.002, 0.024, -0.035], [0.034, 0.013, -0.005], [-0.009, 0.019, -0.032], [-0.003, -0.033, 0.050], [0.052, 0.038, -0.072], [-0.074, -0.117, 0.061], [-0.006, 0.037, -0.013], [0.010, -0.003, 0.006], [0.006, 0.006, 0.000], [0.002, -0.001, 0.003], [0.003, -0.006, 0.005], [-0.066, -0.014, 0.005], [0.005, 0.003, 0.006], [-0.003, -0.004, 0.003], [0.000, 0.004, -0.007], [0.011, -0.005, 0.015], [-0.033, -0.037, -0.109], [0.050, 0.138, 0.264], [-0.036, -0.027, -0.111], [0.014, -0.004, 0.099], [0.107, -0.093, 0.048], [-0.099, 0.032, -0.128], [0.036, 0.080, 0.097], [-0.017, -0.040, -0.065], [0.014, 0.001, 0.030], [-0.001, -0.006, -0.010], [-0.011, 0.021, -0.005], [-0.001, 0.007, 0.004], [0.027, -0.023, 0.029], [-0.050, -0.064, -0.012], [0.102, 0.077, -0.026], [-0.094, -0.061, 0.028], [0.025, -0.061, 0.013], [-0.022, 0.025, -0.001], [0.001, -0.052, -0.002], [0.041, 0.044, -0.027], [-0.127, -0.066, 0.017], [0.006, 0.007, -0.005], [-0.031, 0.290, 0.125], [-0.030, -0.038, -0.153], [0.310, -0.080, -0.074], [-0.102, 0.071, 0.144], [0.002, -0.017, -0.006], [0.000, -0.009, 0.005], [0.032, -0.008, 0.018], [0.002, 0.004, 0.008], [0.003, 0.006, 0.006], [-0.003, 0.013, 0.003], [0.034, 0.100, -0.009], [-0.046, 0.025, 0.048], [-0.024, -0.041, 0.023]]
}

***

{
  "formula": "C29H22Cl2I2N8O2Tl",
  "method": "ωB97M-V/def2-TZVPD",
  "largest_force_ev_per_a": 0.4,
  "orbital_gap_ev": 6.547,
  "total_charge": -1,
  "species": ["Tl", "Cl", "C", "C", "C", "N", "C", "O", "C", "C", "C", "C", "C", "N", "C", "C", "C", "Cl", "N", "C", "O", "C", "C", "C", "C", "C", "N", "H", "H", "H", "H", "H", "H", "H", "H", "H", "H", "I", "C", "I", "H", "H", "N", "C", "C", "N", "C", "C", "N", "H", "H", "H", "H", "H", "N", "C", "C", "C", "C", "C", "C", "H", "H", "H", "H", "H"],
  "coordinates": [[-0.148, -0.897, 0.330], [4.829, 4.565, 1.168], [3.367, 3.630, 1.383], [3.369, 2.302, 0.991], [2.238, 1.486, 1.132], [2.183, 0.142, 0.712], [3.327, -0.520, 0.543], [4.499, -0.132, 0.698], [3.228, -1.975, 0.065], [4.398, -2.619, -0.331], [4.323, -3.918, -0.802], [3.088, -4.550, -0.862], [1.981, -3.842, -0.432], [2.053, -2.593, 0.023], [1.074, 2.069, 1.688], [1.102, 3.403, 2.090], [2.232, 4.185, 1.945], [2.177, 5.848, 2.471], [-0.135, 1.343, 1.694], [-1.006, 1.499, 2.698], [-0.922, 2.149, 3.744], [-2.328, 0.805, 2.430], [-3.511, 1.680, 2.370], [-4.736, 1.177, 2.214], [-4.880, -0.227, 1.830], [-3.579, -1.073, 1.998], [-2.370, -0.476, 2.425], [4.273, 1.884, 0.582], [5.328, -2.075, -0.254], [5.219, -4.434, -1.126], [2.983, -5.562, -1.229], [0.989, -4.286, -0.456], [0.213, 3.834, 2.526], [-3.358, 2.718, 2.639], [-5.621, 1.770, 2.418], [-5.830, -0.727, 1.983], [-3.703, -2.113, 2.272], [-2.281, 1.029, -4.030], [-2.081, 2.616, -2.631], [-1.275, 2.069, -0.762], [-3.079, 3.000, -2.462], [-1.442, 3.364, -3.085], [4.251, -1.176, -3.585], [2.912, -1.476, -3.439], [2.080, -0.651, -2.660], [0.804, -0.909, -2.508], [0.307, -1.981, -3.136], [1.122, -2.774, -3.912], [2.431, -2.537, -4.066], [4.678, -0.648, -2.840], [4.806, -1.939, -3.937], [2.482, 0.210, -2.130], [-0.747, -2.196, -2.999], [0.722, -3.645, -4.421], [-4.082, -0.684, 0.718], [-4.570, -1.626, -0.201], [-3.836, -2.773, -0.493], [-4.281, -3.651, -1.471], [-5.460, -3.403, -2.163], [-6.194, -2.261, -1.862], [-5.754, -1.376, -0.889], [-2.906, -2.951, 0.032], [-3.696, -4.535, -1.697], [-5.801, -4.088, -2.929], [-7.112, -2.050, -2.398], [-6.311, -0.473, -0.668]],
  "forces_ev_per_angstrom": [[0.125, -0.109, 0.218], [-0.110, -0.035, 0.015], [0.018, 0.002, 0.029], [0.000, 0.090, -0.040], [0.000, -0.058, -0.036], [0.067, -0.083, 0.002], [0.096, -0.157, -0.060], [0.074, -0.054, -0.043], [-0.181, 0.090, 0.061], [0.042, -0.068, -0.022], [0.035, 0.032, -0.014], [0.038, -0.015, -0.006], [0.010, 0.140, 0.066], [-0.160, -0.050, -0.044], [-0.207, -0.010, -0.048], [-0.049, -0.003, 0.012], [0.006, 0.014, 0.001], [0.041, -0.070, -0.036], [0.219, -0.154, 0.227], [0.002, 0.116, -0.067], [0.022, 0.023, -0.017], [-0.098, 0.233, -0.019], [0.319, 0.030, 0.134], [-0.151, -0.155, -0.014], [0.225, -0.117, 0.143], [-0.096, 0.244, 0.127], [-0.314, -0.193, -0.176], [-0.059, 0.052, 0.023], [0.007, -0.015, 0.004], [-0.002, -0.003, 0.008], [0.019, 0.025, -0.004], [0.023, 0.024, 0.016], [0.021, -0.003, 0.006], [0.051, -0.060, 0.000], [0.011, -0.003, -0.066], [-0.014, -0.017, 0.018], [0.022, -0.054, 0.019], [-0.008, -0.083, -0.059], [-0.135, 0.150, -0.152], [0.057, 0.136, 0.149], [-0.003, 0.062, -0.097], [-0.055, -0.002, -0.058], [-0.167, -0.032, -0.091], [0.247, 0.037, 0.043], [-0.058, 0.176, 0.155], [-0.044, 0.046, -0.028], [0.068, -0.006, -0.027], [0.083, -0.031, -0.036], [-0.152, -0.083, -0.024], [-0.018, -0.008, 0.046], [0.015, -0.018, 0.034], [-0.014, -0.047, -0.042], [0.027, 0.020, -0.013], [0.030, 0.013, -0.007], [0.073, 0.002, -0.307], [-0.029, 0.034, 0.108], [0.038, -0.059, -0.060], [-0.011, 0.035, 0.003], [0.012, 0.062, 0.076], [0.037, -0.003, -0.008], [-0.045, -0.040, -0.038], [0.006, -0.002, -0.008], [-0.014, 0.022, 0.010], [0.000, 0.009, 0.011], [0.014, -0.007, 0.013], [-0.007, -0.011, -0.005]]
}

***

| no. | E_HOMO (eV) |
| --- | --- |
| 1 | -8.661 |
| 2 | -13.131 |
| 3 | -4.493 |